Record 1
9
Properties=species:S:1:pos:R:3:mulliken_charge:R:1 method="wB97M-V/def2-TZVPD" e_above_lowest_ev=1.5558 total_charge=+4 multiplicity=5 lumo_energy_ev="-22.09 / -23.34" s2=6.0098 orbital_gap_ev="7.10 / 8.79"
O 1.64314 0.39185 -1.35497 0.113
C 1.60061 0.23817 -0.21588 0.659
H 1.42023 1.18649 0.79897 0.574
C 0.61979 -0.04111 0.86954 -0.483
H 0.47528 -1.12712 1.01540 0.392
H 0.92158 0.13304 1.91687 0.478
C -1.10123 -0.03496 -0.06813 0.339
Ir -3.64346 -0.50851 -2.15931 2.084
O -1.93596 -0.23784 -0.80248 -0.156



Record 2
23
Properties=species:S:1:pos:R:3:mulliken_charge:R:1 method="wB97M-V/def2-TZVPD" e_above_lowest_ev=5.5035 total_charge=+1 multiplicity=1 lumo_energy_ev="-6.77 / -6.77" orbital_gap_ev="5.76 / 5.76"
H -0.12373 1.62178 -2.67094 0.217
N 0.03308 1.34416 -1.74417 -0.421
C 0.53217 2.31870 -1.03217 0.418
O 0.99473 3.45199 -1.22347 -0.623
C 0.41189 1.92937 0.54473 -0.549
N -0.77302 1.10024 0.73452 -0.080
C -0.76214 -0.22796 -0.01225 0.532
C -2.02540 -0.45796 -0.69660 -1.584
C 0.28903 -1.16097 0.21883 0.331
C 1.00032 -1.37744 1.40131 -0.207
C 1.86149 -2.43120 1.14902 -0.669
N 1.69955 -2.84846 -0.13308 -0.681
N 0.79168 -2.06480 -0.65380 0.363
H 1.24730 1.29941 0.81087 0.298
H 0.54009 2.83630 1.11110 0.402
H -0.69395 0.88132 1.73244 0.370
H -1.67039 1.54445 0.44607 0.396
H -2.86639 -0.01502 -0.11996 0.444
H -2.13714 -1.46898 -0.77844 0.558
H -2.08898 -0.15953 -1.70033 0.346
H 0.83553 -1.14409 2.44881 0.329
H 2.50657 -2.96759 1.75258 0.528
H 0.39771 -2.00373 -1.58507 0.281



Record 3
7
Properties=species:S:1:pos:R:3:mulliken_charge:R:1 method="wB97M-V/def2-TZVPD" e_above_lowest_ev=0.0175 smiles="BrC1=C(Br)C1" multiplicity=1 lumo_energy_ev=0.41 orbital_gap_ev=9.48
Br 1.99876 -1.67599 -0.00776 -0.081
C 0.67790 -0.43795 0.01176 0.047
C 0.08906 0.56712 0.60892 0.053
Br 0.37196 2.24611 1.34760 -0.092
C -0.73579 -0.14704 -0.42392 -0.320
H -0.88624 0.21784 -1.55323 0.192
H -1.51564 -0.77009 0.01665 0.200



Record 4
45
Properties=species:S:1:pos:R:3:mulliken_charge:R:1 method="wB97M-V/def2-TZVPD" total_charge=+2 multiplicity=1 lumo_energy_ev=-6.42 orbital_gap_ev=7.32
Ga -0.20762 -1.10297 -0.91368 0.090
N 1.85405 1.33130 -3.69362 -0.399
C 1.16118 0.76715 -2.70402 0.696
S 0.74269 -0.93131 -2.94192 -0.364
N 0.87081 1.51782 -1.66714 -1.378
N 0.16405 0.86652 -0.71354 1.084
C -0.25184 1.45870 0.35127 0.950
C -0.01141 2.86827 0.69531 -0.187
C -0.32641 3.88493 -0.20468 -0.232
C -0.10170 5.20578 0.14395 -0.778
C 0.46372 5.51730 1.37312 -0.435
C 0.79817 4.50685 2.26464 -0.817
C 0.55060 3.18556 1.93336 -0.245
C -1.06144 0.56918 1.23589 0.440
C -1.72536 1.01765 2.36299 -0.763
C -2.46119 0.11326 3.11667 -0.675
C -2.51225 -1.21715 2.73355 -0.876
C -1.85046 -1.59289 1.58070 0.033
N -1.16073 -0.71733 0.84710 0.227
H 2.09183 0.82208 -4.52612 0.198
H 2.13021 2.29681 -3.60606 0.246
H -0.75203 3.64426 -1.16873 0.464
H -0.36166 5.99425 -0.54882 0.420
H 0.64637 6.55019 1.63684 0.428
H 1.25066 4.74763 3.21666 0.416
H 0.82345 2.39952 2.62769 0.541
H -1.67205 2.05987 2.63896 0.609
H -2.98959 0.45001 3.99850 0.475
H -3.06236 -1.95058 3.30463 0.455
H -1.86814 -2.61441 1.22555 0.519
Cl -2.87219 -0.18699 -2.03275 -0.025
C -3.25707 -1.90136 -2.20071 -0.347
Cl -1.90832 -2.92984 -1.58293 -0.015
H -3.38018 -2.13854 -3.25048 0.377
H -4.14010 -2.13053 -1.61701 0.374
N 3.05589 -5.14347 -0.67767 -0.210
C 2.68580 -3.92921 0.12166 -0.682
C 1.41166 -3.36899 -0.51145 0.868
O 0.94689 -3.94736 -1.48178 -0.720
O 0.95757 -2.31093 0.05458 -0.426
H 3.05210 -6.00103 -0.12588 0.361
H 3.96684 -5.06198 -1.12851 0.363
H 2.30859 -5.19909 -1.40599 0.333
H 3.48668 -3.19539 0.08052 0.310
H 2.51424 -4.20353 1.15932 0.296



Record 5
70
Properties=species:S:1:pos:R:3:mulliken_charge:R:1 method="wB97M-V/def2-TZVPD" e_above_lowest_ev=0.1660 smiles="CCOc1ccc([C@@H](c2c(NC(=O)c3ccccc3)sc(C)c2C)N2CCN(CCO)CC2)cc1" multiplicity=1 lumo_energy_ev=0.66 orbital_gap_ev=7.99
C 5.50084 4.09336 -3.33800 -1.455
C 4.95486 3.17110 -2.25944 -0.262
O 3.55013 3.12162 -2.40779 -0.413
C 2.82203 2.36213 -1.54865 0.794
C 1.43931 2.36990 -1.74900 -0.978
C 0.60624 1.63715 -0.93456 0.167
C 1.12293 0.86369 0.10219 -1.427
C 0.21564 0.07360 1.01883 0.849
C -0.75735 1.03133 1.66481 0.106
C -2.00076 1.32070 1.17297 -0.149
N -2.58635 0.74689 0.06409 0.343
C -3.83868 1.07820 -0.33398 0.419
O -4.48055 1.93260 0.26139 -0.782
C -4.36026 0.36885 -1.53044 0.372
C -5.50330 0.89419 -2.13038 -0.484
C -6.05431 0.29132 -3.24426 -0.636
C -5.47242 -0.85067 -3.76996 -0.358
C -4.34206 -1.38581 -3.17390 -0.825
C -3.78464 -0.78353 -2.06043 -0.110
S -2.84113 2.50402 2.10733 -0.378
C -1.47953 2.63041 3.18354 1.153
C -1.53851 3.57937 4.33161 -1.519
C -0.45784 1.80073 2.82584 -0.890
C 0.84705 1.70355 3.55116 -1.439
N -0.51085 -0.98549 0.29665 0.327
C -1.18981 -1.90551 1.19979 -1.160
C -0.25640 -2.92305 1.86311 -0.919
N 0.45375 -3.67020 0.84173 -0.008
C 1.25060 -4.74551 1.39543 -0.539
C 1.71319 -5.73643 0.32084 -0.842
O 2.85692 -5.32932 -0.39217 -0.513
C 1.22590 -2.75821 0.01467 -0.654
C 0.28096 -1.75651 -0.64984 -1.235
C 2.49479 0.86172 0.29684 -0.665
C 3.34449 1.59932 -0.51165 -0.496
H 6.58233 4.15677 -3.25857 0.424
H 5.07468 5.08647 -3.22616 0.333
H 5.23561 3.71202 -4.32017 0.331
H 5.21603 3.55622 -1.26359 0.359
H 5.38186 2.16411 -2.36980 0.364
H 1.04363 2.96896 -2.55372 0.459
H -0.45842 1.66690 -1.10299 0.679
H 0.84234 -0.35764 1.81484 0.696
H -2.00971 0.01363 -0.35057 0.184
H -5.94229 1.78177 -1.70015 0.434
H -6.93815 0.70915 -3.70285 0.387
H -5.90026 -1.32668 -4.63992 0.391
H -3.89247 -2.28092 -3.57849 0.396
H -2.91172 -1.23030 -1.60731 0.510
H -1.41185 3.05539 5.27936 0.318
H -2.50225 4.08130 4.34122 0.450
H -0.75627 4.33497 4.25306 0.316
H 0.99192 0.69897 3.95014 0.260
H 0.87848 2.40700 4.37743 0.482
H 1.67066 1.92382 2.87252 0.254
H -1.71257 -1.33030 1.96654 0.571
H -1.92821 -2.45847 0.61043 0.428
H -0.85714 -3.61791 2.45496 0.592
H 0.44070 -2.40889 2.55125 0.276
H 0.62077 -5.28679 2.10626 0.437
H 2.13503 -4.36612 1.94616 0.349
H 0.92423 -5.85065 -0.42426 0.345
H 1.89649 -6.71151 0.79437 0.372
H 3.58190 -5.19943 0.22977 0.328
H 1.74111 -3.33135 -0.75561 0.699
H 1.98556 -2.21869 0.61094 0.213
H 0.84672 -1.07436 -1.28593 0.551
H -0.42363 -2.31568 -1.27421 0.552
H 2.92426 0.27418 1.09706 0.455
H 4.40575 1.56857 -0.32033 0.414



Record 6
46
Properties=species:S:1:pos:R:3:mulliken_charge:R:1 method="wB97M-V/def2-TZVPD" e_above_lowest_ev=1.3593 total_charge=-1 multiplicity=1 lumo_energy_ev=2.45 orbital_gap_ev=5.50
Pd -0.16122 0.73285 0.03189 0.096
C 2.57811 -0.29813 -0.45270 -1.459
N 2.79627 0.50438 0.73998 -0.017
C 2.85630 -0.20431 1.98390 -0.974
C 1.55436 -0.90447 2.24593 0.406
N 0.41108 -0.54696 1.75014 -0.231
C -0.51886 -1.46141 2.23598 0.204
C -1.88661 -1.53862 2.00176 -0.428
C -2.57537 -2.56877 2.61535 -0.673
C -1.92335 -3.50163 3.43662 -0.321
C -0.56094 -3.43425 3.67230 -1.098
C 0.12411 -2.39457 3.05478 0.580
N 1.45559 -2.01445 3.04421 -0.092
C 1.28329 -0.05677 -1.22378 1.079
N 0.65983 -1.14739 -1.73088 -0.880
C 0.09647 -0.74785 -2.92029 0.409
C -0.69990 -1.45678 -3.81415 -0.769
C -1.15489 -0.81159 -4.95975 -0.451
C -0.83444 0.52005 -5.22011 -0.461
C -0.03359 1.24543 -4.33803 -0.857
C 0.42992 0.59360 -3.21311 0.742
N 1.23749 1.00761 -2.16773 -0.172
H 2.55869 -1.35943 -0.19243 0.341
H 3.40834 -0.15938 -1.15408 0.419
H 3.49355 1.22160 0.64646 0.292
H 3.03647 0.51243 2.79138 0.364
H 3.66188 -0.96106 2.04416 0.335
H -2.36088 -0.81180 1.35248 0.461
H -3.64151 -2.66412 2.45566 0.401
H -2.49920 -4.29622 3.89424 0.360
H -0.06087 -4.15919 4.30228 0.357
H 2.22453 -2.49120 3.47816 0.212
H -0.97063 -2.48325 -3.59935 0.398
H -1.78406 -1.34901 -5.65978 0.349
H -1.21881 1.00025 -6.11130 0.353
H 0.20351 2.28585 -4.52519 0.371
H 1.34235 1.96677 -1.86233 0.336
S -4.21361 3.56923 -0.22569 -0.519
C -3.03742 2.42925 -0.08066 0.231
N -2.20585 1.61737 0.02795 -0.587
C -0.87596 4.26860 1.23304 -0.953
C 0.21513 3.82733 0.37486 0.594
N 1.06516 3.43707 -0.29115 -0.577
H -1.67440 4.70565 0.63244 0.221
H -0.51229 4.98582 1.96721 0.342
H -1.28778 3.39147 1.72931 0.263



How do the records compare in strongest force on any atom? In the order shown, they have 3.632; 3.553; 2.697; 0.587; 0.934; 0.506 eV Å⁻¹.